Arrangement i

{
  "formula": "C31H45CdF2N4O2Si2",
  "method": "ωB97M-V/def2-TZVPD",
  "species": ["Cd", "C", "O", "C", "C", "O", "C", "H", "H", "H", "H", "H", "H", "H", "H", "H", "H", "C", "C", "C", "C", "C", "C", "C", "C", "C", "C", "C", "C", "C", "C", "C", "N", "H", "H", "H", "H", "H", "H", "H", "H", "H", "H", "C", "Si", "C", "C", "C", "Si", "C", "C", "C", "H", "H", "H", "H", "H", "H", "H", "H", "H", "H", "H", "H", "H", "H", "H", "H", "H", "H", "H", "F", "C", "F", "H", "N", "C", "C", "N", "C", "C", "N", "H", "H", "H", "H", "H"],
  "positions_angstrom": [[0.7741, -1.4230, -0.0647], [2.4320, 3.1662, -0.8103], [1.3972, 2.5476, -0.0926], [0.1940, 3.2822, -0.1666], [-0.8087, 2.8292, 0.8644], [-1.3158, 1.5620, 0.5579], [-2.4734, 1.2606, 1.3159], [2.6141, 4.1859, -0.4481], [2.2062, 3.2317, -1.8864], [3.3347, 2.5728, -0.6764], [-0.2412, 3.1950, -1.1749], [0.3976, 4.3479, 0.0163], [-1.6177, 3.5769, 0.8661], [-0.3476, 2.8289, 1.8641], [-3.2911, 1.9441, 1.0519], [-2.2686, 1.3545, 2.3893], [-2.7491, 0.2288, 1.0865], [-0.0614, 0.2122, 3.9787], [1.1066, 0.8909, 4.3079], [2.1745, 0.8730, 3.4296], [2.0886, 0.1834, 2.2131], [0.9088, -0.4760, 1.8527], [-0.1485, -0.4549, 2.7655], [3.2317, 0.2166, 1.2675], [4.5090, 0.7208, 1.6646], [5.5054, 0.8591, 0.7541], [5.2857, 0.4870, -0.5940], [6.2496, 0.6385, -1.6157], [5.9674, 0.2429, -2.8931], [4.7144, -0.3347, -3.1929], [3.7651, -0.4970, -2.2229], [4.0259, -0.0737, -0.8967], [3.0422, -0.1986, 0.0363], [-0.9034, 0.2113, 4.6622], [1.1835, 1.4354, 5.2414], [3.0631, 1.4302, 3.6999], [-1.0691, -0.9727, 2.5156], [4.6830, 0.9874, 2.6960], [6.4745, 1.2500, 1.0443], [7.2123, 1.0700, -1.3659], [6.7055, 0.3601, -3.6763], [4.5086, -0.6683, -4.2023], [2.8205, -0.9771, -2.4341], [-3.8358, -2.8324, 2.6498], [-2.8910, -3.3595, 1.0813], [-3.8820, -4.8576, 0.4557], [-1.2500, -4.0671, 1.7136], [-2.6631, -2.0500, -0.1207], [-3.8898, -1.3232, -1.1932], [-3.3527, 0.3176, -2.0055], [-4.4821, -2.3583, -2.6856], [-5.5022, -0.9460, -0.2624], [-4.0024, -3.6728, 3.3328], [-4.8062, -2.3932, 2.4037], [-3.2614, -2.0684, 3.1850], [-3.9724, -5.6397, 1.2184], [-3.3953, -5.2854, -0.4245], [-4.8935, -4.5587, 0.1619], [-1.3879, -4.5431, 2.6903], [-0.4841, -3.2959, 1.8379], [-0.8580, -4.8180, 1.0221], [-1.6287, -1.8163, -0.3669], [-2.9795, 0.1556, -3.0215], [-2.5759, 0.8354, -1.4389], [-4.2181, 0.9851, -2.0861], [-3.6372, -2.6523, -3.3173], [-5.1916, -1.7992, -3.3082], [-4.9698, -3.2792, -2.3532], [-5.3455, -0.1333, 0.4535], [-5.8461, -1.8159, 0.3038], [-6.3030, -0.6509, -0.9488], [2.3142, -3.2459, -1.9791], [1.3855, -3.4066, -0.9239], [0.4047, -4.2218, -1.4668], [1.9106, -4.0250, -0.1884], [0.7875, 2.2060, -4.3258], [0.3100, 0.9825, -3.8775], [0.4991, 0.5813, -2.5527], [0.0304, -0.5708, -2.1197], [-0.6372, -1.3518, -2.9672], [-0.8346, -0.9330, -4.2680], [-0.3618, 0.2242, -4.7356], [1.6288, 2.5279, -3.8727], [0.8281, 2.2638, -5.3320], [1.0397, 1.1908, -1.8351], [-1.0088, -2.2985, -2.5944], [-1.3929, -1.5523, -4.9593]],
  "lowdin_charge": [1.319, -0.105, -0.204, -0.205, -0.219, -0.209, -0.119, 0.092, 0.073, 0.078, 0.131, 0.123, 0.126, 0.133, 0.091, 0.080, 0.050, -0.101, -0.108, -0.064, -0.235, -0.197, -0.160, -0.232, -0.002, -0.016, -0.178, -0.048, -0.093, -0.072, -0.020, -0.224, 0.109, 0.098, 0.091, 0.087, 0.066, 0.096, 0.114, 0.107, 0.096, 0.104, 0.081, -0.204, 0.320, -0.209, -0.198, -0.382, 0.323, -0.180, -0.207, -0.201, 0.012, 0.004, 0.005, 0.012, 0.017, 0.009, 0.018, -0.018, 0.016, -0.105, 0.002, 0.000, 0.022, 0.002, 0.013, 0.010, 0.013, 0.007, 0.015, -0.148, -0.425, -0.113, 0.046, 0.119, -0.366, -0.087, 0.005, -0.145, -0.115, 0.129, 0.066, 0.087, 0.089, 0.097, 0.109],
  "homo_ev": -2.949,
  "gap_ev": 4.958,
  "total_charge": -1,
  "lumo_ev": 2.010
}

Arrangement ii

{
  "formula": "C31H45CdF2N4O2Si2",
  "method": "ωB97M-V/def2-TZVPD",
  "species": ["Cd", "C", "O", "C", "C", "O", "C", "H", "H", "H", "H", "H", "H", "H", "H", "H", "H", "C", "C", "C", "C", "C", "C", "C", "C", "C", "C", "C", "C", "C", "C", "C", "N", "H", "H", "H", "H", "H", "H", "H", "H", "H", "H", "C", "Si", "C", "C", "C", "Si", "C", "C", "C", "H", "H", "H", "H", "H", "H", "H", "H", "H", "H", "H", "H", "H", "H", "H", "H", "H", "H", "H", "F", "C", "F", "H", "N", "C", "C", "N", "C", "C", "N", "H", "H", "H", "H", "H"],
  "positions_angstrom": [[-0.0928, 0.4822, 0.5372], [-1.3648, 1.8758, -3.2415], [-1.4853, 0.6310, -2.6015], [-0.7321, -0.3739, -3.2389], [-1.0474, -1.7225, -2.6349], [-0.3993, -1.8728, -1.3998], [-0.5681, -3.1892, -0.8935], [-1.6707, 1.8091, -4.2950], [-0.3355, 2.2563, -3.2033], [-2.0139, 2.5750, -2.7199], [0.3448, -0.1866, -3.1268], [-0.9768, -0.3944, -4.3113], [-0.7012, -2.4999, -3.3327], [-2.1352, -1.8203, -2.5146], [-0.0920, -3.9159, -1.5663], [-1.6345, -3.4342, -0.8040], [-0.0712, -3.2199, 0.0802], [-4.0940, -1.3974, 1.3606], [-4.9803, -0.3367, 1.2368], [-4.5034, 0.9114, 0.8822], [-3.1348, 1.1273, 0.6704], [-2.2276, 0.0566, 0.7675], [-2.7446, -1.1940, 1.1080], [-2.6403, 2.4955, 0.3692], [-3.4813, 3.6342, 0.5052], [-3.0200, 4.8808, 0.2089], [-1.6816, 5.0529, -0.2061], [-1.0985, 6.3053, -0.4844], [0.2166, 6.3914, -0.8560], [0.9954, 5.2246, -0.9644], [0.4553, 3.9983, -0.6909], [-0.8965, 3.8764, -0.2996], [-1.3885, 2.6428, -0.0305], [-4.4582, -2.3768, 1.6508], [-6.0391, -0.4762, 1.4196], [-5.2226, 1.7129, 0.7658], [-2.0727, -2.0416, 1.1976], [-4.4950, 3.5240, 0.8573], [-3.6687, 5.7447, 0.3008], [-1.6976, 7.2027, -0.3775], [0.6658, 7.3575, -1.0484], [2.0379, 5.3035, -1.2485], [1.0506, 3.0981, -0.7314], [0.2775, -4.1798, 3.7559], [1.1572, -2.5162, 3.3959], [2.6430, -2.5578, 4.5987], [-0.0080, -1.1704, 4.0698], [1.5870, -2.3220, 1.6396], [2.9293, -3.1567, 0.7490], [3.0390, -2.5725, -1.0656], [4.6876, -2.9635, 1.4820], [2.6892, -5.0544, 0.6703], [0.1137, -4.3240, 4.8295], [0.8892, -5.0134, 3.3990], [-0.6924, -4.2462, 3.2553], [2.3311, -2.6489, 5.6446], [3.2351, -1.6450, 4.4989], [3.2967, -3.4047, 4.3705], [-0.6788, -1.5559, 4.8423], [-0.6253, -0.7477, 3.2744], [0.5704, -0.3509, 4.5025], [1.2470, -1.3888, 1.1732], [3.8301, -1.8302, -1.2034], [2.0944, -2.1078, -1.3593], [3.2396, -3.4001, -1.7518], [4.9098, -1.9053, 1.6438], [5.4707, -3.3841, 0.8421], [4.7436, -3.4613, 2.4537], [1.9396, -5.3387, -0.0728], [2.3418, -5.4197, 1.6405], [3.6199, -5.5776, 0.4268], [1.5022, 2.7546, 1.8303], [0.8317, 1.5853, 2.2718], [1.8189, 0.8909, 2.9705], [0.1499, 1.9488, 3.0517], [4.0006, 2.8042, -3.3161], [3.7322, 2.1740, -2.1132], [2.5380, 1.4799, -1.9048], [2.2920, 0.8300, -0.7775], [3.2452, 0.8507, 0.1554], [4.4197, 1.5501, -0.0511], [4.6739, 2.2186, -1.1752], [3.2012, 3.1255, -3.8356], [4.7652, 3.4578, -3.2708], [1.7739, 1.4613, -2.6748], [3.0524, 0.3011, 1.0700], [5.1861, 1.5973, 0.7123]],
  "lowdin_charge": [1.354, -0.117, -0.197, -0.216, -0.224, -0.253, -0.123, 0.087, 0.072, 0.082, 0.113, 0.124, 0.126, 0.134, 0.088, 0.085, 0.045, -0.099, -0.111, -0.066, -0.224, -0.188, -0.151, -0.221, -0.004, -0.010, -0.163, -0.047, -0.092, -0.072, -0.027, -0.225, 0.101, 0.095, 0.091, 0.086, 0.075, 0.095, 0.113, 0.107, 0.097, 0.101, 0.070, -0.211, 0.357, -0.207, -0.197, -0.387, 0.352, -0.191, -0.209, -0.200, 0.009, -0.003, 0.009, 0.011, 0.016, 0.004, 0.018, -0.015, 0.009, -0.109, 0.006, -0.008, 0.016, 0.007, 0.010, 0.003, 0.007, 0.000, 0.011, -0.142, -0.400, -0.132, 0.060, 0.111, -0.385, -0.112, 0.047, -0.146, -0.096, 0.124, 0.082, 0.085, 0.090, 0.084, 0.110],
  "homo_ev": -2.872,
  "gap_ev": 4.910,
  "total_charge": -1,
  "lumo_ev": 2.038
}

What should be chosen as the most stable of them? Choose arrangement i.

Arrangement i

{
  "formula": "C4H10",
  "method": "ωB97M-V/def2-TZVPD",
  "species": ["C", "C", "C", "C", "H", "H", "H", "H", "H", "H", "H", "H", "H", "H"],
  "positions_angstrom": [[-1.6059, -0.4936, 0.0782], [-0.6811, 0.5137, -0.3567], [0.7133, 0.5647, 0.2498], [1.5820, -0.5110, -0.1224], [-1.7953, -0.2937, 1.2837], [-1.1417, -1.3903, 0.1938], [-2.5898, -0.5766, -0.1135], [-0.6235, 0.4870, -1.4917], [-1.2495, 1.6156, -0.1875], [0.5887, 0.5768, 1.4584], [1.2003, 1.5127, 0.3321], [1.2100, -1.4077, 0.1683], [1.7704, -0.6570, -1.1070], [2.5802, -0.3092, 0.3701]],
  "lowdin_charge": [-0.150, -0.323, -0.317, -0.137, 0.141, 0.032, 0.029, 0.120, 0.161, 0.156, 0.087, 0.041, 0.047, 0.113],
  "homo_ev": -10.488,
  "smiles": "CCCC",
  "gap_ev": 11.698,
  "lumo_ev": 1.209
}

Arrangement ii

{
  "formula": "C4H10",
  "method": "ωB97M-V/def2-TZVPD",
  "species": ["C", "C", "H", "H", "H", "H", "C", "C", "H", "H", "H", "H", "H", "H"],
  "positions_angstrom": [[-0.0007, 1.0582, 2.3007], [-0.8858, 1.9922, 1.9339], [0.9165, 1.0377, 1.7109], [-0.1892, 0.1572, 2.8643], [-0.6105, 2.7777, 1.2585], [-1.8068, 1.8925, 2.4967], [0.8056, -0.8171, -2.2218], [-0.0422, -1.8506, -1.5281], [1.8217, -1.2563, -2.2552], [0.9818, 0.1704, -1.8101], [0.6207, -0.7619, -3.3002], [-1.0901, -1.5368, -1.5193], [-0.0468, -2.8104, -2.0407], [0.4184, -2.0181, -0.5530]],
  "lowdin_charge": [-0.089, -0.074, 0.038, 0.042, 0.042, 0.042, -0.192, -0.180, 0.064, 0.057, 0.062, 0.063, 0.062, 0.063],
  "homo_ev": -10.184,
  "smiles": "C=C.CC",
  "gap_ev": 11.308,
  "lumo_ev": 1.125
}

What should be chosen as the most stable of them? Choose arrangement ii.